[1]
Below is a structure of composition C29H30N6O3PdS3, with properties calculated with ωB97M-V with the def2-TZVPD basis set.

Results
F_max	0.31	eV/Å
HOMO	-7.705	eV
energy	-81629.72904	eV
ΔE to the lowest compared entry with this formula, charge and spin	0.0000	eV
LUMO energy	-0.910	eV

Structure (ORCA input):
```
! wB97M-V def2-TZVPD RIJCOSX def2/J DEFGRID3
* xyz 0 1
H -4.88 -4.10 1.24
C -2.07 5.76 0.92
C 4.69 -0.84 -2.66
N 0.48 0.47 -0.47
H -5.33 2.35 1.68
H 3.03 0.53 -3.03
H 2.16 -0.83 -1.50
H -4.79 0.67 3.16
C -1.78 -2.90 0.57
C 1.17 2.52 0.54
H 5.35 -3.48 -2.62
C -3.14 -2.92 0.86
H 1.91 0.56 1.00
C 2.60 -1.80 -1.57
C 0.57 5.65 0.48
C -3.08 0.01 2.35
H 5.50 -1.99 -4.33
C -4.10 -1.50 4.01
H -3.69 -6.27 1.05
C 4.37 -3.31 -2.19
C -3.82 -4.12 1.03
H 4.61 1.30 -2.89
O -4.43 4.82 0.42
S -3.82 5.70 1.40
C 3.86 -2.00 -2.12
H -2.21 -1.64 3.03
H 5.86 -0.62 -0.84
C 1.25 1.15 0.38
C 2.41 -4.18 -1.17
C -0.06 6.80 0.92
Pd -0.60 -1.34 0.22
H -1.31 -6.29 0.40
N -3.02 -1.05 3.16
C -4.28 2.07 1.65
H 6.63 0.05 -2.28
H 1.76 3.01 1.30
O -4.28 7.07 1.39
H 4.02 -1.11 -4.71
S -1.77 0.39 1.29
C 4.96 -1.06 -4.16
H -5.02 -1.64 3.44
H 3.78 0.73 -1.44
C 3.98 0.50 -2.49
C -1.15 -4.15 0.38
H -3.71 2.87 2.09
N -4.12 0.81 2.41
H -0.93 0.59 -1.98
N -1.57 4.63 0.44
H 4.08 -5.40 -1.79
C 6.02 -0.78 -1.90
C -1.82 -5.35 0.56
C -0.34 1.17 -1.28
C -0.26 4.57 0.24
H -4.29 -0.79 4.82
C -0.53 2.53 -1.14
H -1.29 3.04 -1.72
C 0.19 3.21 -0.16
H 0.51 7.71 1.10
C 3.67 -4.40 -1.72
O -3.69 5.09 2.72
H 1.64 5.60 0.31
C 0.19 -4.04 -0.18
H -3.69 -1.99 0.93
N 0.62 -2.85 -0.52
H -3.82 -2.45 4.46
N -1.36 6.87 1.16
H 5.56 -0.24 -4.55
C 1.88 -2.90 -1.09
C -3.16 -5.34 0.91
S 1.28 -5.33 -0.51
H -3.98 1.91 0.62
H 6.60 -1.70 -2.02
*
```



[2]
Below is the molecule C4H7NOS in a non-equilibrium geometry, with properties calculated with ωB97M-V with the def2-TZVPD basis set.

Results
F_max	3.87	eV/Å
HOMO	-7.850	eV
energy	-18632.49198	eV
ΔE to the lowest compared entry with this formula, charge and spin	2.0576	eV
LUMO energy	0.861	eV

Structure (ORCA input):
```
! wB97M-V def2-TZVPD RIJCOSX def2/J DEFGRID3
* xyz 0 1
H -1.80 1.69 -1.67
H -0.88 -1.52 0.99
O 2.06 0.14 0.48
C 0.17 -1.25 0.94
H 0.72 -1.52 1.93
N 0.87 0.50 -1.61
C 0.00 0.62 -0.64
S 2.35 0.00 -1.14
H 0.48 0.78 1.55
H -1.75 1.25 0.20
C -1.40 1.01 -0.80
C 0.57 0.16 0.67
H -1.95 0.06 -0.98
H 0.56 -1.91 0.08
*
```



[3]
Below is a structure of composition C37H49AlClNO3PSSi, with properties calculated with ωB97M-V with the def2-TZVPD basis set.

Results
F_max	0.59	eV/Å
HOMO	-11.140	eV
energy	-93922.43611	eV
ΔE to the lowest compared entry with this formula, charge and spin	0.0000	eV
LUMO energy	-2.356	eV

Structure (ORCA input):
```
! wB97M-V def2-TZVPD RIJCOSX def2/J DEFGRID3
* xyz 1 1
H -0.36 3.34 -0.34
H -5.74 -1.96 -1.17
C -4.26 -0.86 -2.30
H -3.16 -0.07 3.08
O -3.14 -1.62 -1.77
C 2.69 2.35 -1.00
C 4.40 0.79 3.80
H 4.61 1.99 -1.90
H -2.99 0.65 -3.18
C 3.75 -1.84 -2.64
H -1.58 -3.40 -3.22
H -1.19 -3.03 2.08
C 4.42 2.55 1.64
H 5.75 2.17 4.73
H 0.03 -4.06 -3.58
H -1.78 -5.31 -1.58
H 5.77 3.73 2.82
C 1.56 3.16 -1.01
C -2.98 -1.84 1.87
H 4.39 0.11 4.64
H -5.52 -1.07 -4.03
H -2.67 1.71 1.51
S -0.64 0.11 -1.38
C -0.29 3.42 3.16
C -2.17 4.85 2.68
Al 0.21 0.89 0.44
C 5.17 2.83 2.78
C -3.80 -0.86 2.68
H 6.65 -1.89 -0.87
C -2.17 2.55 1.99
C 3.67 1.39 1.58
N 0.50 2.88 -0.05
C 3.65 0.51 2.67
H 0.73 3.30 0.85
H -0.15 -2.34 -3.16
C -0.52 -3.35 -2.95
C 1.44 4.20 -1.92
H 5.40 -0.26 0.49
H -3.28 -3.73 0.82
C 5.17 1.95 3.85
H 1.81 -4.01 -1.72
H -1.32 -1.71 3.27
H -4.87 -2.60 -3.41
C -5.40 -0.94 -1.29
O -2.33 -1.06 0.82
H 2.37 5.26 -3.53
H -3.67 1.11 -1.61
C -1.88 -2.47 2.72
H -4.58 -0.41 2.07
O -1.16 -2.90 -0.63
H -0.41 5.48 3.75
H -6.24 -0.33 -1.65
C -2.80 3.78 2.05
H 0.54 4.81 -1.93
Si -1.94 -1.49 -0.71
H 4.42 3.87 -3.49
C -0.33 -3.72 -1.48
C -0.91 4.66 3.24
H 5.60 -2.92 -2.86
C -0.76 -5.16 -1.24
C 3.62 3.67 -2.79
H 0.61 0.83 3.00
C 4.93 -0.70 -0.39
C -3.88 0.59 -2.55
H -4.55 -2.53 0.53
C -3.88 -2.94 1.28
H 3.05 -0.40 2.63
C 3.05 -0.92 -1.88
H -2.65 5.82 2.75
C -4.64 -1.54 -3.59
H -3.78 3.91 1.60
H -4.70 1.10 -3.06
H -3.82 -1.49 -4.31
P 2.69 0.92 0.14
C 3.73 2.62 -1.90
C 3.64 -0.34 -0.75
Cl 1.31 3.28 3.82
C 5.05 -2.19 -2.27
H 1.26 -3.90 -0.03
H -4.47 -3.38 2.08
H 1.35 -2.44 -1.04
C 1.11 -3.51 -1.04
C -0.24 0.98 2.35
H 3.29 -2.29 -3.51
H -5.08 -0.54 -0.32
H -2.31 -3.17 3.44
H 4.43 3.25 0.81
H -0.10 -5.84 -1.77
H -4.27 -1.37 3.52
C 5.63 -1.62 -1.15
C -0.90 2.32 2.54
H -0.98 0.21 2.57
H -0.71 -5.38 -0.17
H 2.04 -0.64 -2.16
C 2.47 4.45 -2.81
*
```



[4]
Below is a cluster of 2 separate species, C9H14N4 in total in a non-equilibrium geometry, with properties calculated with ωB97M-V with the def2-TZVPD basis set.

Results
F_max	6.78	eV/Å
HOMO	-8.180	eV
energy	-15517.61165	eV
ΔE to the lowest compared entry with this formula, charge and spin	2.7706	eV
LUMO energy	0.962	eV

Structure (ORCA input):
```
! wB97M-V def2-TZVPD RIJCOSX def2/J DEFGRID3
* xyz 0 1
H 0.64 -0.34 0.60
H 3.09 -3.35 4.24
H 1.37 -1.10 -1.42
N 0.68 -2.45 2.41
C 1.86 -1.86 1.77
C -2.01 3.15 -3.53
H -0.82 2.48 0.42
N -1.46 3.24 -2.30
H -4.25 1.62 -1.81
H 2.77 -2.20 -0.80
H -1.78 3.66 -4.46
C 1.83 -1.69 -0.66
C 1.11 -3.10 3.44
H -2.61 1.88 0.50
C 3.07 -2.32 2.37
H 0.51 -3.63 4.16
C 1.67 -0.87 0.65
H -1.91 3.63 0.05
C -2.03 2.28 -1.41
C -3.26 1.91 -2.14
H 1.17 -2.50 -0.45
H -3.71 1.97 -4.17
N -3.17 2.36 -3.46
C -1.80 2.56 0.03
N 2.58 -3.19 3.34
H 2.36 0.01 0.63
H 4.10 -2.17 2.03
*
```



[5]
Below is the molecule C4H7FO in a non-equilibrium geometry, with properties calculated with ωB97M-V with the def2-TZVPD basis set.

Results
F_max	4.71	eV/Å
HOMO	-8.724	eV
energy	-9022.62225	eV
ΔE to the lowest compared entry with this formula, charge and spin	3.6487	eV
LUMO energy	0.978	eV

Structure (ORCA input):
```
! wB97M-V def2-TZVPD RIJCOSX def2/J DEFGRID3
* xyz 0 1
H -2.01 0.45 -0.80
H 2.33 -1.25 0.60
H -1.77 1.04 1.12
C 1.81 -0.22 0.07
C 0.33 -0.15 -0.18
H 0.33 -2.16 -0.09
O -0.10 1.09 -0.08
F -1.69 -1.38 0.05
H -1.92 2.04 -0.19
H 2.45 -0.22 -0.97
C -0.35 -1.25 -0.11
C -1.51 1.05 -0.01
H 2.11 0.95 0.61
*
```



[6]
Below is a structure of composition C33H45N5SSc in a non-equilibrium geometry, with properties calculated with ωB97M-V with the def2-TZVPD basis set.

Results
F_max	9.86	eV/Å
HOMO (spin up / spin down)	-1.675 / -0.959	eV
energy	-73932.63572	eV
LUMO energy (spin up / spin down)	2.615 / 2.642	eV

Structure (ORCA input):
```
! wB97M-V def2-TZVPD RIJCOSX def2/J DEFGRID3
* xyz -1 1
H 0.06 1.10 3.34
H -1.43 2.57 -4.94
H -0.48 2.67 1.73
H 1.69 1.43 4.00
H -2.00 -5.55 1.86
N -2.11 1.05 3.71
H -5.36 -1.09 1.39
C 1.75 0.35 -4.39
C 0.34 2.93 1.04
H 5.00 -0.21 -0.40
H 3.95 -1.76 1.49
N -3.69 -0.38 2.52
C 0.03 -2.84 1.31
C 1.79 1.48 -5.24
H 0.68 4.43 -5.82
H 3.89 0.16 -4.15
Sc 0.96 -0.14 0.22
H 1.10 2.53 -1.92
C 0.72 3.48 -6.38
H -2.67 1.32 -3.40
C 1.31 1.80 0.88
C 2.12 2.33 -1.55
C 4.00 -0.20 -0.88
C -2.36 0.21 2.55
H 2.93 -1.04 -3.22
H -0.33 -4.68 0.20
C 1.11 0.78 3.31
S -1.61 0.50 1.03
H 0.32 -4.26 -1.97
C 0.97 -2.23 0.36
H -2.34 -0.44 -3.52
H -1.64 1.33 5.78
H 2.00 -2.58 0.52
H -2.56 -4.12 3.88
C -0.58 -4.10 1.09
H -1.28 2.98 3.89
H -1.74 0.46 -2.13
H 2.62 3.30 -1.38
C 2.10 1.52 -0.28
H 2.73 1.73 -5.73
C 0.68 -1.00 -1.49
H 2.67 -1.70 2.73
H -4.58 0.49 4.25
C 0.30 -2.41 -3.23
C -1.78 0.51 5.03
C 2.70 0.00 1.39
H -3.74 -1.51 0.74
H -4.39 0.18 0.62
H 2.66 1.80 -2.35
C 3.39 -1.09 2.16
C -1.92 0.53 -3.21
C 0.66 2.29 -5.45
H 1.16 -0.25 3.70
H -2.56 -0.15 5.44
H 3.13 -1.22 -4.97
H 1.64 3.47 -6.98
N 0.63 -2.28 -1.07
C -1.18 -2.56 3.27
N 0.48 -1.06 -2.85
C -2.24 2.49 3.62
C 2.99 -0.48 -4.17
H -1.39 -1.91 4.13
H -0.11 3.21 0.07
C -1.83 -3.79 3.13
C 0.40 -3.18 -2.10
C -4.32 -0.72 1.26
H -3.01 2.84 4.34
H 0.85 3.83 1.44
H 3.75 -1.24 -1.16
C 2.96 0.39 0.03
C 1.66 0.84 1.92
H -4.04 -1.26 4.41
H -0.83 -0.05 5.02
H -0.14 3.47 -7.08
N -0.27 -2.09 2.40
C -0.54 1.95 -4.79
C -0.63 0.84 -3.94
C -1.51 -4.58 2.01
H 0.10 -2.67 -4.27
H 4.12 -0.65 2.87
H -2.56 2.81 2.61
C -4.49 -0.50 3.74
H 4.09 0.39 -1.81
C 0.53 0.05 -3.75
H -5.53 -0.84 3.54
*
```



[7]
Below is a structure of composition C28H39GeI2NO5SSe2Te2Ti in a non-equilibrium geometry, with properties calculated with ωB97M-V with the def2-TZVPD basis set.

Results
F_max	2.27	eV/Å
<S²>	0.76
HOMO (spin up / spin down)	-9.497 / -9.492	eV
energy	-293340.32345	eV
ΔE to the lowest compared entry with this formula, charge and spin	3.3462	eV
LUMO energy (spin up / spin down)	-3.627 / -5.056	eV

Structure (ORCA input):
```
! wB97M-V def2-TZVPD RIJCOSX def2/J DEFGRID3
* xyz 1 2
H -4.55 4.32 1.50
H -4.18 2.83 2.38
C 2.06 -3.03 2.20
C -3.66 3.64 -0.93
H 2.52 1.65 1.53
Ti -1.97 0.39 -0.75
C -2.56 -2.87 0.75
H -3.47 -2.51 1.23
H 2.71 1.31 -2.57
C 1.96 2.49 1.11
H -0.63 -3.03 2.76
I -1.45 -2.77 -4.18
H 1.12 0.10 1.88
Te -3.72 0.56 -3.54
C -3.92 2.68 0.24
C 0.96 -1.17 0.24
H 1.82 -1.58 -0.30
C 0.41 -3.61 0.34
O -0.29 1.64 1.34
H 6.13 1.03 -0.01
H -0.02 4.06 0.27
H -4.42 4.41 -0.96
C 1.39 -3.85 1.26
C -0.52 -4.42 -1.78
O 1.07 -0.39 -3.28
H 1.71 -4.88 1.31
O -1.14 -0.84 -1.62
I 0.25 -6.70 -0.03
C -1.12 -2.08 2.57
H -0.25 2.86 3.77
H 5.99 -1.42 -0.09
H 2.46 -1.24 3.24
H 0.65 -0.24 -0.26
C 5.28 -0.83 -0.64
C -3.88 3.47 1.55
H 3.28 -0.48 -4.98
H 2.69 -3.58 2.90
Se -4.10 -0.73 -1.46
C -5.30 2.03 0.11
H 4.24 -2.52 -1.47
C -0.72 -2.05 -1.32
C 1.99 -1.69 2.38
C -0.18 -2.24 0.11
H -0.50 -1.27 2.95
H 1.80 2.32 0.05
H -5.53 1.73 -0.91
H 2.42 -1.98 -5.40
C 3.45 0.73 -2.04
H 2.55 3.39 1.24
N 1.38 -0.82 1.55
C -0.78 -3.09 -2.19
H -0.76 -5.22 -2.47
O -2.89 1.67 0.23
C 5.35 0.56 -0.59
C 4.44 1.34 -1.29
Se -0.38 2.13 -1.77
H -2.87 3.83 1.72
C 0.60 2.68 1.79
O -1.81 -0.57 0.83
H -6.07 2.72 0.44
H 4.51 2.41 -1.25
H 0.68 4.83 1.70
Te -1.11 1.17 -3.87
H -2.34 -3.86 1.14
H -0.96 4.17 1.78
Ge -1.90 1.11 2.06
C 4.31 -1.44 -1.41
C 3.40 -0.65 -2.11
H -2.75 -2.96 -0.32
H -3.69 3.11 -1.89
H 1.01 1.63 3.65
C 3.05 -1.49 -4.67
H -5.35 1.14 0.75
C 0.00 -4.66 -0.56
C -1.40 -1.91 1.07
H 1.45 3.34 3.66
C 0.04 4.03 1.36
C 0.72 2.62 3.32
H -2.68 4.11 -0.82
H 3.95 -2.06 -4.50
H -2.08 -2.05 3.09
S 2.10 -1.45 -3.10
*
```



[8]
Below is a structure of composition C24H36HgN7O9S, with properties calculated with ωB97M-V with the def2-TZVPD basis set.

Results
F_max	0.43	eV/Å
<S²>	0.75
HOMO (spin up / spin down)	-2.825 / -2.825	eV
energy	-69343.01414	eV
ΔE to the lowest compared entry with this formula, charge and spin	0.4185	eV
LUMO energy (spin up / spin down)	4.349 / 4.303	eV

Structure (ORCA input):
```
! wB97M-V def2-TZVPD RIJCOSX def2/J DEFGRID3
* xyz -2 2
C -2.51 1.91 1.87
H 2.88 0.23 -1.75
O 5.74 0.31 -3.89
C -1.96 0.04 4.80
C -3.13 2.05 4.33
C -2.83 -2.90 -0.54
H 1.49 1.06 -4.17
H 2.47 -1.01 -4.17
H -4.17 0.96 2.75
C 3.71 0.78 -2.21
N -1.85 -2.90 -1.62
O -3.97 -0.85 -3.55
H 2.51 2.52 -2.62
H 1.95 -2.13 -1.85
N -2.41 -0.02 3.43
H 2.71 1.75 -5.25
C 1.49 3.88 -0.45
H -2.73 -0.90 3.04
C 2.14 -1.39 1.71
C -2.93 -1.09 -2.93
N -1.44 2.42 -2.11
H 2.96 2.09 3.73
O -1.65 1.19 1.17
C 2.19 2.08 2.96
H 3.61 -0.46 -5.45
N -0.91 5.95 -1.88
H -0.99 1.96 4.63
C 2.50 -0.52 2.75
C -2.42 -2.54 -2.91
H -0.54 -3.91 0.49
H 1.24 1.24 0.41
H 4.06 2.48 -3.46
C 3.21 1.88 -3.13
O 0.37 1.45 -1.15
C -1.05 -4.12 -1.68
N 1.60 -0.72 0.71
H 3.06 -3.22 2.33
H 2.96 -0.76 3.70
Hg -0.23 -0.95 -1.26
C 2.27 -2.88 1.66
H 1.33 -3.36 1.97
C -2.48 -2.11 0.73
C -1.90 1.54 5.07
C -3.14 1.18 3.06
H -3.11 3.11 4.08
C -0.38 4.98 -1.55
H 2.49 -3.22 0.65
H -1.90 1.78 6.14
H -3.77 -2.48 -0.90
H 1.24 2.33 3.43
C 3.18 -0.24 -4.47
S 4.55 -0.39 -3.29
H -3.06 -3.93 -0.22
N 1.60 0.57 1.09
H -1.63 -2.62 -3.66
H -1.70 -4.98 -1.92
H -1.88 1.51 -2.19
H 4.40 1.12 -1.43
H -2.02 3.24 -2.14
O -1.39 -1.47 0.78
O -2.20 -0.24 -2.32
H -1.54 0.29 1.53
H -0.98 -0.45 4.91
C 2.57 1.17 -4.34
H -4.03 1.85 4.92
C -0.27 -4.38 -0.44
C -0.27 2.50 -1.46
H -3.24 -3.21 -3.20
C 2.13 0.74 2.31
H -0.35 -4.01 -2.52
H -2.65 -0.45 5.51
C 0.27 3.79 -1.15
O 1.30 -1.82 -2.48
H 0.62 -4.99 -0.49
O -2.81 3.04 1.57
N 2.49 3.96 0.13
H 2.42 2.86 2.23
O -3.33 -2.17 1.63
*
```



Repeat the fourth record exactly.
Below is a cluster of 2 separate species, C9H14N4 in total in a non-equilibrium geometry, with properties calculated with ωB97M-V with the def2-TZVPD basis set.

Results
F_max	6.78	eV/Å
HOMO	-8.180	eV
energy	-15517.61165	eV
ΔE to the lowest compared entry with this formula, charge and spin	2.7706	eV
LUMO energy	0.962	eV

Structure (ORCA input):
```
! wB97M-V def2-TZVPD RIJCOSX def2/J DEFGRID3
* xyz 0 1
H 0.64 -0.34 0.60
H 3.09 -3.35 4.24
H 1.37 -1.10 -1.42
N 0.68 -2.45 2.41
C 1.86 -1.86 1.77
C -2.01 3.15 -3.53
H -0.82 2.48 0.42
N -1.46 3.24 -2.30
H -4.25 1.62 -1.81
H 2.77 -2.20 -0.80
H -1.78 3.66 -4.46
C 1.83 -1.69 -0.66
C 1.11 -3.10 3.44
H -2.61 1.88 0.50
C 3.07 -2.32 2.37
H 0.51 -3.63 4.16
C 1.67 -0.87 0.65
H -1.91 3.63 0.05
C -2.03 2.28 -1.41
C -3.26 1.91 -2.14
H 1.17 -2.50 -0.45
H -3.71 1.97 -4.17
N -3.17 2.36 -3.46
C -1.80 2.56 0.03
N 2.58 -3.19 3.34
H 2.36 0.01 0.63
H 4.10 -2.17 2.03
*
```



Question: Which of these has the lowest F_max?
Answer: C29H30N6O3PdS3



Question: What is the energy in the sixth record?
Answer: -73932.63572 eV



Question: Look up the F_max of the sixth one.
Answer: 9.86 eV/Å